No. 1
The following is a quantum chemistry calculation of a structure of composition C11H18BF2NO8S2Ta at a distorted geometry, from the Open Molecules 2025 dataset.

The HOMO energy (spin up / spin down) is -7.075 / -7.602 eV. Its frontier orbital gap (spin up / spin down) is 0.26799 / 0.28928 Eh. As for the spin multiplicity: 2.

Each line ends with the natural charge from an NBO analysis.
Positions of all 44 atoms, in Å:
Ta1 0.38 -1.06 0.13  1.601
C1 -0.44 3.04 -0.83  -0.248
O1 0.29 2.09 -0.07  -0.543
C2 0.89 2.69 1.05  -0.091
C3 1.49 1.62 1.93  -0.079
O2 2.09 0.55 1.20  -0.538
C4 3.20 0.91 0.38  -0.094
C5 3.29 -0.12 -0.72  -0.094
O3 2.10 -0.13 -1.48  -0.540
C6 1.99 0.81 -2.53  -0.241
H1 -1.26 3.45 -0.24  0.179
H2 0.22 3.85 -1.16  0.166
H3 -0.84 2.51 -1.69  0.212
H4 1.65 3.42 0.72  0.162
H5 0.14 3.24 1.64  0.192
H6 2.21 2.08 2.61  0.190
H7 0.70 1.14 2.52  0.216
H8 3.07 1.92 -0.01  0.181
H9 4.13 0.89 0.96  0.199
H10 4.17 0.05 -1.35  0.197
H11 3.36 -1.11 -0.26  0.246
H12 2.83 0.69 -3.22  0.188
H13 1.05 0.61 -3.04  0.215
H14 1.98 1.84 -2.15  0.176
O4 -1.65 0.05 1.25  -0.586
N1 -2.75 -0.40 0.70  0.037
C7 -3.85 -0.57 1.47  0.028
C8 -5.03 -1.01 0.95  -0.250
C9 -5.10 -1.30 -0.41  -0.169
C10 -3.98 -1.13 -1.19  -0.219
C11 -2.79 -0.68 -0.62  0.040
S1 -1.36 -0.38 -1.54  -0.194
H15 -3.70 -0.34 2.52  0.236
H16 -5.88 -1.13 1.60  0.233
H17 -6.03 -1.65 -0.86  0.227
H18 -3.97 -1.36 -2.24  0.241
O5 1.80 -2.01 1.45  -0.988
S2 0.84 -3.16 1.67  2.575
O6 1.08 -3.98 2.79  -0.895
O7 -0.50 -2.46 1.59  -0.960
O8 0.90 -4.00 0.38  -0.871
F1 2.24 -2.89 -1.30  -0.527
B1 0.94 -3.09 -0.81  0.709
F2 0.09 -3.49 -1.82  -0.520


No. 2
The following is a quantum chemistry calculation of a cluster of 2 separate species, C11H18BrN4O2P in total at a distorted geometry, from the Open Molecules 2025 dataset.

The HOMO energy is -6.198 eV. Its frontier orbital gap is 0.13776 Eh.

Each line ends with the natural charge from an NBO analysis.
Positions of all 37 atoms, in Å:
N1 1.82 -0.95 0.84  -0.942
C1 1.36 0.30 0.84  0.785
N2 0.66 0.84 1.97  -0.560
C2 0.19 2.20 1.57  -0.118
C3 -1.32 2.26 1.11  -0.002
C4 -1.84 1.36 0.06  -0.310
C5 -3.23 1.54 -0.31  0.062
N3 -4.12 2.44 0.19  -0.400
C6 -3.61 3.22 1.17  0.060
C7 -2.25 3.22 1.70  -0.269
C8 0.96 2.50 0.19  -0.409
P1 2.26 3.87 0.16  1.011
O1 2.81 4.18 1.73  -0.972
Br1 1.23 5.78 -0.50  -0.202
N4 1.52 1.20 -0.26  -0.596
H1 1.25 -1.76 0.49  0.488
H2 2.76 -1.19 1.15  0.448
H3 -0.16 0.21 1.99  0.433
H4 0.47 3.05 2.24  0.248
H5 -1.22 0.60 -0.45  0.230
H6 -3.61 0.87 -1.12  0.217
H7 -4.31 3.98 1.61  0.205
H8 -1.93 3.91 2.51  0.237
H9 0.25 2.85 -0.61  0.263
H10 3.46 3.47 1.91  0.500
H11 0.84 0.93 -0.99  0.442
C9 1.09 -4.21 -2.81  -0.622
C10 0.65 -4.12 -1.33  0.108
C11 -0.10 -5.41 -0.96  -0.622
O2 -0.20 -3.07 -1.20  -0.918
H12 0.23 -4.31 -3.48  0.197
H13 1.64 -3.31 -3.11  0.188
H14 1.74 -5.07 -2.97  0.175
H15 1.59 -4.13 -0.74  0.079
H16 -1.00 -5.55 -1.57  0.197
H17 -0.41 -5.39 0.09  0.192
H18 0.54 -6.29 -1.10  0.175


No. 3
The following is a quantum chemistry calculation of a cluster of 8 separate species, C11H18Cl14FN2OP in total at a distorted geometry, from the Open Molecules 2025 dataset.

The HOMO energy is -10.710 eV. Its frontier orbital gap is 0.40125 Eh. As for the SMILES: N#C[C@@H](F)[C@@H](C#N)[PH2]=O.ClCCl.ClCCl.ClCCl.ClCCl.ClCCl.ClCCl.ClCCl.

Each line ends with the natural charge from an NBO analysis.
Positions of all 48 atoms, in Å:
N1 -4.31 0.36 0.31  -0.238
C1 -3.37 1.00 0.21  0.206
C2 -2.16 1.83 0.05  0.142
F1 -2.14 2.79 1.04  -0.316
C3 -0.87 0.99 0.17  -0.709
C4 -0.65 0.50 1.53  0.286
N2 -0.43 0.08 2.57  -0.299
P1 -0.81 -0.39 -1.04  1.545
O1 -0.84 0.10 -2.43  -1.081
H1 -2.18 2.33 -0.92  0.245
H2 -0.02 1.63 -0.08  0.318
H3 0.36 -1.07 -0.68  -0.061
H4 -1.87 -1.25 -0.71  -0.050
Cl1 -2.78 -0.74 -6.59  -0.042
C5 -2.35 -0.94 -4.89  -0.391
Cl2 -3.79 -1.13 -3.88  -0.042
H5 -1.73 -1.82 -4.79  0.227
H6 -1.82 -0.06 -4.55  0.247
Cl3 1.42 3.29 1.43  -0.038
C6 2.56 1.99 1.84  -0.396
Cl4 3.61 1.57 0.47  -0.028
H7 3.17 2.32 2.66  0.236
H8 1.99 1.11 2.12  0.228
Cl5 1.71 1.34 5.12  -0.025
C7 2.81 0.01 5.52  -0.392
Cl6 3.90 -0.38 4.18  -0.027
H9 3.40 0.31 6.38  0.224
H10 2.21 -0.86 5.74  0.226
Cl7 0.54 -2.69 -6.59  -0.012
C8 1.16 -3.75 -5.32  -0.392
Cl8 0.39 -3.41 -3.76  -0.038
H11 0.95 -4.78 -5.58  0.225
H12 2.22 -3.58 -5.22  0.225
Cl9 6.47 -2.31 2.38  -0.025
C9 6.98 -3.38 3.70  -0.393
Cl10 6.15 -3.02 5.21  -0.023
H13 6.75 -4.40 3.42  0.222
H14 8.04 -3.24 3.85  0.223
Cl11 -4.18 3.61 -4.89  -0.037
C10 -4.79 2.45 -6.08  -0.393
Cl12 -4.62 3.04 -7.74  -0.026
H15 -4.22 1.53 -5.99  0.229
H16 -5.84 2.28 -5.89  0.222
Cl13 -1.35 0.97 6.96  -0.032
C11 -2.22 1.24 5.44  -0.396
Cl14 -2.88 2.88 5.32  -0.027
H17 -1.52 1.10 4.62  0.233
H18 -3.03 0.53 5.38  0.222


No. 4
The following is a quantum chemistry calculation of a structure of composition C11H18Cl2N2O2PPt at a distorted geometry, from the Open Molecules 2025 dataset.

The HOMO energy (spin up / spin down) is -17.454 / -19.332 eV. As for the net charge: +3. Its frontier orbital gap (spin up / spin down) is 0.26760 / 0.16487 Eh. As for the spin multiplicity: 5.

Each line ends with the natural charge from an NBO analysis.
Positions of all 37 atoms, in Å:
C1 3.98 3.16 -2.95  -0.730
C2 3.14 2.43 -1.95  0.591
H1 4.75 3.70 -2.40  0.293
H2 3.38 3.87 -3.53  0.284
H3 4.47 2.46 -3.64  0.291
O1 3.36 2.29 -0.77  -0.453
Cl1 1.66 1.71 -2.68  0.004
Pt1 0.16 0.52 0.10  0.699
P1 1.54 -1.35 0.11  1.077
C3 2.25 -1.84 1.71  -0.965
C4 0.66 -2.83 -0.46  -0.962
H4 2.61 -0.69 -1.93  0.265
H5 3.52 -2.03 -1.11  0.301
H6 3.62 -0.33 -0.50  0.284
C5 2.97 -1.08 -0.96  -0.975
H7 0.20 -2.61 -1.43  0.262
H8 1.35 -3.68 -0.54  0.294
H9 2.87 -2.74 1.59  0.294
H10 1.44 -2.06 2.42  0.261
H11 -0.13 -3.07 0.26  0.256
H12 2.88 -1.03 2.11  0.275
C6 0.93 1.36 1.53  0.457
O2 1.40 1.79 2.50  -0.305
Cl2 -0.79 -0.29 -1.86  0.007
N1 -6.05 -0.10 1.39  -0.407
C7 -4.71 0.10 1.21  0.190
C8 -4.22 1.15 0.42  -0.136
C9 -2.86 1.28 0.21  0.046
N2 -1.97 0.43 0.78  -0.402
C10 -2.41 -0.55 1.60  0.046
C11 -3.76 -0.74 1.84  -0.134
H13 -6.74 0.49 0.94  0.456
H14 -6.42 -0.86 1.95  0.454
H15 -4.90 1.85 -0.07  0.284
H16 -2.43 2.03 -0.45  0.265
H17 -1.65 -1.19 2.07  0.255
H18 -4.09 -1.55 2.49  0.280


No. 5
The following is a quantum chemistry calculation of a structure of composition C11H18ClIInN2O2P at a distorted geometry, from the Open Molecules 2025 dataset.

The HOMO energy (spin up / spin down) is -15.229 / -15.228 eV. As for the net charge: +2. Its frontier orbital gap (spin up / spin down) is 0.16297 / 0.15790 Eh.

Each line ends with the Mulliken charge.
Positions of all 37 atoms, in Å:
C1 1.55 0.49 -1.34  -1.245
I1 -2.53 0.01 -0.63  0.277
H1 2.48 -0.12 -1.40  0.510
H2 1.72 1.34 -0.67  0.394
H3 1.32 0.91 -2.33  0.376
In1 0.21 -1.09 -0.50  1.204
P1 -0.73 -1.04 -3.09  0.482
C2 -1.61 0.29 -3.98  -1.168
C3 0.62 -1.45 -4.24  -1.210
H4 -1.52 -3.27 -2.65  0.339
H5 -1.81 -2.78 -4.36  0.438
H6 -2.88 -2.17 -3.04  0.383
C4 -1.86 -2.46 -3.31  -1.075
H7 1.26 -2.21 -3.78  0.352
H8 0.17 -1.85 -5.16  0.481
H9 -1.83 -0.05 -5.00  0.423
H10 -1.00 1.19 -4.04  0.332
H11 1.20 -0.55 -4.47  0.382
H12 -2.55 0.54 -3.48  0.416
C5 -0.73 2.21 -1.16  0.141
O1 -1.42 3.12 -1.17  -0.136
Cl1 0.64 -3.41 -0.35  -0.312
N1 1.26 2.18 6.11  -0.286
C6 0.77 0.97 5.76  0.311
O2 0.51 0.11 6.60  -0.581
C7 0.56 0.74 4.30  0.993
C8 0.82 1.66 3.27  -0.804
C9 0.66 1.27 1.93  -0.424
N2 0.29 0.01 1.60  -0.173
C10 -0.04 -0.85 2.58  -0.033
C11 0.09 -0.53 3.92  -0.786
H13 1.41 2.35 7.10  0.258
H14 1.48 2.93 5.47  0.136
H15 1.17 2.67 3.46  0.282
H16 0.85 1.96 1.11  0.423
H17 -0.38 -1.86 2.28  0.409
H18 -0.15 -1.27 4.67  0.489


No. 6
The following is a quantum chemistry calculation of an isolated molecule of C11H18ClNO at a distorted geometry, from the Open Molecules 2025 dataset.

The HOMO energy is -8.131 eV. Its frontier orbital gap is 0.32813 Eh. As for the SMILES: CC(C)(C)[C@@H]1C(Cl)=CON1C1(C)CC1.

Each line ends with the natural charge from an NBO analysis.
Positions of all 32 atoms, in Å:
C1 -2.30 1.99 -0.59  -0.651
C2 -1.03 1.47 0.10  0.010
C3 0.29 2.22 -0.27  -0.631
C4 -1.26 1.60 1.72  -0.630
C5 -0.71 -0.07 -0.32  -0.115
C6 -1.86 -1.01 0.04  -0.145
Cl1 -3.38 -1.16 -0.79  0.014
C7 -1.40 -1.89 0.97  0.115
O1 -0.13 -1.61 1.32  -0.352
N1 0.39 -0.59 0.47  -0.150
C8 1.53 -1.23 -0.17  0.098
C9 2.63 -1.29 0.84  -0.594
C10 1.50 -2.26 -1.22  -0.442
C11 1.91 -0.91 -1.60  -0.423
H1 -3.09 1.68 0.07  0.217
H2 -2.58 1.71 -1.58  0.219
H3 -2.36 3.12 -0.76  0.216
H4 0.35 3.22 0.05  0.211
H5 1.09 1.62 0.28  0.227
H6 0.29 2.20 -1.42  0.198
H7 -1.05 2.62 1.96  0.214
H8 -0.54 0.92 2.21  0.220
H9 -2.20 1.15 1.96  0.209
H10 -0.50 0.05 -1.40  0.215
H11 -1.75 -2.73 1.49  0.218
H12 2.94 -0.21 1.04  0.216
H13 3.51 -1.89 0.41  0.203
H14 2.21 -1.78 1.69  0.227
H15 0.67 -2.89 -1.61  0.239
H16 2.41 -2.98 -1.11  0.211
H17 3.03 -0.87 -1.61  0.214
H18 1.41 -0.22 -2.16  0.222